This record from the Open Molecules 2025 dataset describes a molecular structure, C28H40BIN6RuS5. The level of theory is ωB97M-V/def2-TZVPD.

```
82
Properties=species:S:1:pos:R:3:mulliken_charge:R:1
Ru 0.0890 0.0819 -0.9119 0.2077
C -2.1905 6.0807 -2.2658 -2.1863
C -1.6035 4.6915 -2.5076 1.3909
C -1.7577 4.3712 -3.9951 -1.6374
C -0.1374 4.6701 -2.0819 -1.3130
N -2.3480 3.7070 -1.6664 0.3211
C -3.2200 4.0626 -0.6434 -0.0365
C -3.5203 2.9409 0.0312 -1.4737
N -2.8343 1.8888 -0.5431 0.3447
B -2.9308 0.4996 0.1760 -0.0041
N -2.1883 -0.7120 -0.5030 0.7743
C -2.8507 -1.2477 -1.6156 -1.9343
C -2.4537 -2.5136 -1.7967 -0.3296
N -1.5583 -2.8590 -0.8107 0.6707
C -1.2540 -1.6886 -0.0650 0.6582
S -0.8859 -1.9181 1.6706 -0.1002
C -1.2672 -4.3030 -0.5135 1.3729
C -1.4704 -5.1142 -1.7945 -2.0881
C 0.1561 -4.5725 -0.0314 -1.0587
C -2.2723 -4.7983 0.5388 -1.6213
N -2.5746 0.7238 1.6542 0.2473
C -3.4265 0.4441 2.7016 -1.7510
C -2.8066 0.7869 3.8397 0.0264
N -1.5451 1.2822 3.5052 0.7140
C -1.4022 1.2188 2.1377 -0.1710
S -0.1088 1.6450 1.1372 -0.2438
C -0.6109 1.6922 4.5925 1.2301
C -0.3835 0.4911 5.5134 -1.4045
C -1.2856 2.8302 5.3658 -1.6557
C 0.7376 2.1941 4.0883 -2.0493
C -2.1129 2.3583 -1.5888 0.3944
S -1.1515 1.3965 -2.6212 -0.3895
H -1.6845 6.7756 -2.9358 0.4563
H -2.0226 6.4256 -1.2441 0.4543
H -3.2598 6.1155 -2.4869 0.4739
H -1.2799 5.1668 -4.5715 0.4640
H -2.8150 4.3280 -4.2706 0.3822
H -1.2918 3.4252 -4.2485 0.3610
H 0.4272 5.3991 -2.6693 0.4790
H 0.3051 3.6864 -2.2418 0.1225
H -0.0484 4.9218 -1.0222 0.3211
H -3.5504 5.0698 -0.4776 0.4946
H -4.1522 2.8005 0.8917 0.5185
H -4.1148 0.2153 0.1819 -0.2124
H -3.5678 -0.6693 -2.1671 0.6306
H -2.7649 -3.1959 -2.5632 0.4485
H -0.8527 -4.7230 -2.6054 0.4025
H -2.5133 -5.1479 -2.1127 0.5087
H -1.1591 -6.1388 -1.5890 0.4750
H 0.8972 -4.2444 -0.7577 0.2106
H 0.2550 -5.6487 0.1299 0.5748
H 0.3657 -4.0808 0.9124 -0.1208
H -3.2821 -4.4605 0.2925 0.3348
H -2.0176 -4.4419 1.5341 0.3147
H -2.2693 -5.8922 0.5518 0.4825
H -4.4032 0.0250 2.5342 0.5798
H -3.1494 0.7300 4.8560 0.5128
H -1.3021 0.1767 6.0114 0.3712
H 0.3438 0.7586 6.2824 0.4558
H 0.0088 -0.3597 4.9580 0.1995
H -2.2078 2.5065 5.8505 0.3737
H -1.5196 3.6561 4.6919 0.3545
H -0.6088 3.1949 6.1405 0.4576
H 1.2994 1.4290 3.5586 0.3449
H 1.3090 2.4988 4.9685 0.5578
H 0.6343 3.0438 3.4175 0.4589
S 1.7082 -1.6436 -1.4376 -0.4706
C 2.5733 -0.8942 -2.7833 0.5201
C 3.1721 -1.6514 -3.7856 -0.7076
C 3.8359 -1.0425 -4.8469 -0.5206
C 3.9149 0.3428 -4.9019 -0.5384
C 3.3351 1.1063 -3.8939 -0.6812
C 2.6662 0.5056 -2.8293 0.3738
S 1.9648 1.4435 -1.5183 -0.4831
H 3.1082 -2.7329 -3.7273 0.3900
H 4.2826 -1.6491 -5.6267 0.3277
H 4.4156 0.8311 -5.7306 0.3250
H 3.3917 2.1892 -3.9254 0.3683
I 1.7961 -3.0900 3.1022 -0.0438
C 0.8919 -1.6772 1.7543 -0.2391
H 1.1453 -0.7068 2.1584 0.0730
H 1.3401 -1.8001 0.7701 0.1578
```

## Properties
expectation value of S²: 0.9925
LUMO energy (alpha / beta): 2.24 / 2.24 eV
Kohn-Sham gap (alpha / beta): 5.15 / 5.26 eV
charge: -1
E_HOMO (alpha / beta): -2.913 / -3.022 eV
2S+1: 2

This record from the Open Molecules 2025 dataset describes a molecular structure, C28H40BN16Y. The level of theory is ωB97M-V/def2-TZVPD.

```
86
Properties=species:S:1:pos:R:3:mulliken_charge:R:1
Y 0.0160 -0.5569 -0.4339 0.6657
C 0.9999 -3.9844 -2.1893 -1.0296
C 2.0240 -3.3621 -1.2543 -0.8558
N 1.4424 -2.5543 -0.1565 0.4499
C 0.7645 -3.3330 0.9114 -0.3216
C -0.6422 -3.7532 0.5265 -1.3162
N -1.3897 -2.6142 -0.0699 0.2795
C -2.2370 -3.0232 -1.2184 -0.0128
C -1.4438 -3.6738 -2.3495 -1.4854
N -0.1105 -3.0678 -2.5084 0.1127
H 1.5274 -4.2925 -3.0942 0.5380
H 0.6062 -4.9031 -1.7583 0.3218
H 2.6602 -4.1535 -0.8464 0.5251
H 2.6715 -2.6939 -1.8209 0.3244
H 2.2523 -2.1562 0.3018 -0.4354
H 1.3490 -4.2136 1.1938 0.6853
H 0.7183 -2.6876 1.7945 0.0857
H -0.6190 -4.5752 -0.1809 0.3429
H -1.1524 -4.1341 1.4123 0.5350
H -2.0301 -2.2851 0.6459 0.0287
H -3.0360 -3.6985 -0.8993 0.5487
H -2.7056 -2.1207 -1.6003 -0.1663
H -1.3564 -4.7499 -2.1933 0.4103
H -2.0277 -3.5622 -3.2640 0.4484
H -0.0102 -2.7836 -3.4731 0.3713
C -4.1240 -0.9529 0.5639 -1.2209
C -3.2613 0.2380 0.8410 0.5617
C -3.7545 1.5299 1.0440 -1.5499
C -2.6592 2.2785 1.3959 -0.4076
N -1.5857 1.4710 1.4234 2.1048
N -1.9255 0.2078 1.0336 -0.9720
B -0.1847 1.8856 1.8972 -0.8315
N 0.6625 0.7055 2.4198 1.5824
C 1.1856 0.5813 3.6568 -0.2767
C 2.3085 -0.1985 3.5917 -1.5544
C 2.4501 -0.5148 2.2379 0.5950
C 3.6371 -1.2255 1.6672 -1.7878
N 1.4280 -0.0088 1.5279 -0.2085
N 0.5103 2.6006 0.7484 1.1363
C 1.0816 3.8138 0.6126 -0.2841
C 1.3038 4.0391 -0.7178 -1.5018
C 0.8342 2.8957 -1.3727 0.4967
C 0.7967 2.7516 -2.8575 -1.2939
N 0.3746 2.0009 -0.4834 -0.1406
N -0.4412 2.8137 3.1659 1.1626
C -1.4057 2.5523 4.1755 -0.3074
C -1.2682 3.4867 5.1408 -0.9932
C -0.2014 4.3083 4.6958 0.5409
C 0.4185 5.4757 5.3144 -1.2282
N 0.2824 3.8252 3.4712 -1.0846
H -5.1594 -0.6887 0.7677 0.5219
H -3.8850 -1.7953 1.2143 0.4369
H -4.0824 -1.2844 -0.4716 0.0895
H -4.7796 1.8539 0.9756 0.5602
H -2.5798 3.3270 1.6406 0.6599
H 0.7517 1.0701 4.5134 0.4992
H 2.9673 -0.4680 4.4000 0.5748
H 4.5242 -0.9026 2.2102 0.5404
H 3.8119 -0.9759 0.6196 0.2362
H 3.5826 -2.3095 1.7940 0.3451
H 1.2814 4.4343 1.4664 0.6487
H 1.7252 4.9198 -1.1716 0.5563
H 0.8050 3.7439 -3.3035 0.5368
H -0.1068 2.2476 -3.1918 0.1643
H 1.6708 2.2274 -3.2454 0.1922
H -2.0778 1.7145 4.0756 0.5689
H -1.8435 3.5948 6.0452 0.5153
H -0.3307 6.1163 5.7840 0.4053
H 1.0165 6.0323 4.5972 0.3523
H 1.0786 5.1415 6.1287 0.3098
N -2.5756 0.1862 -4.1720 0.0263
C -2.5350 0.2006 -2.8408 -0.5276
N -1.2972 -0.0533 -2.4480 1.0655
C -0.6117 -0.1974 -3.6280 0.3941
N -1.3630 -0.0597 -4.6888 -0.7518
C 0.8462 -0.3232 -3.6503 -0.5651
C 1.5813 -0.3443 -4.8302 -0.8218
N 2.9066 -0.3081 -4.8136 -0.4979
C 3.5086 -0.2314 -3.6354 -0.6417
C 2.7801 -0.2336 -2.4507 -0.8624
N 1.4503 -0.2965 -2.4542 1.7937
H -3.3623 0.3534 -4.7855 0.2050
H -3.3873 0.3989 -2.2101 0.4935
H 1.0850 -0.3767 -5.7931 0.5539
H 4.5898 -0.1689 -3.6254 0.5034
H 3.2802 -0.1731 -1.4910 0.3313
```

## Properties
expectation value of S²: 0.7563
LUMO energy (alpha / beta): -8.06 / -11.13 eV
Kohn-Sham gap (alpha / beta): 8.53 / 5.45 eV
charge: +3
E_HOMO (alpha / beta): -16.590 / -16.587 eV
2S+1: 2

This record from the Open Molecules 2025 dataset describes 2 unconnected molecules or ions with the total composition C28H40Br2F5N3O7. The level of theory is ωB97M-V/def2-TZVPD.

```
85
Properties=species:S:1:pos:R:3:mulliken_charge:R:1
C -2.5400 0.0662 -4.2668 -1.4814
C -2.0700 -0.4047 -2.9000 0.6366
O -3.1885 -0.6188 -2.0681 -0.4578
C -2.8942 -1.3368 -0.8863 -0.2467
C -2.3812 -0.3766 0.1880 -0.4339
O -1.3978 -0.8848 1.1075 -0.2641
N -0.3014 -1.3497 0.4628 0.7536
C 0.4242 -0.4581 -0.2360 -1.2469
C 1.5488 -0.8594 -0.8956 -1.3600
C 1.9838 -2.1843 -0.8303 1.6108
C 3.2386 -2.6618 -1.5272 -1.2228
C 3.7842 -1.7296 -2.6223 -2.1626
C 5.0821 -0.9446 -2.3351 0.5884
F 6.1492 -1.4990 -2.9527 -0.3102
Br 4.8258 0.8346 -3.1555 -0.0936
C 5.4377 -0.7577 -0.8421 0.2868
F 4.3536 -0.4127 -0.1480 -0.0886
F 5.9402 -1.9138 -0.3776 -0.2014
Br 6.8239 0.5825 -0.5000 -0.0819
C 1.2131 -3.0888 -0.0619 0.3804
C 1.6405 -4.5348 0.0753 -1.4559
C 0.7581 -5.4560 -0.7592 -0.4225
O 1.3181 -5.5086 -2.0953 -0.3952
C 0.3817 -5.3788 -3.0814 0.7054
C 0.5921 -4.2260 -4.0215 -0.6460
O -0.5268 -6.1442 -3.2049 -0.5359
C 0.0719 -2.6655 0.5749 -0.5639
N -0.6687 -3.5967 1.3689 0.7324
C -2.0603 -3.7794 1.0518 0.5554
O -2.4386 -4.6177 0.3127 -0.4059
F -2.9021 -2.9748 1.6833 -0.2087
C -0.4157 -3.4398 2.7827 0.4102
O -0.7615 -2.5788 3.4985 -0.3250
F 0.3156 -4.4768 3.2052 -0.2365
H -3.4720 -0.4127 -4.5510 0.3617
H -1.7728 -0.1460 -5.0097 0.3801
H -2.6628 1.1468 -4.2630 0.3355
H -1.4766 -1.3194 -3.0191 -0.1271
H -1.4357 0.3835 -2.4803 0.0776
H -3.8260 -1.8149 -0.5995 0.3053
H -2.1640 -2.1164 -1.1444 0.1738
H -3.2168 -0.1223 0.8328 0.5595
H -2.0672 0.5710 -0.2482 0.1671
H 0.0973 0.5735 -0.2409 0.6620
H 2.1134 -0.1276 -1.4495 0.6830
H 2.9527 -3.5871 -2.0276 0.7033
H 3.9880 -2.9452 -0.7927 0.7391
H 4.0317 -2.3507 -3.4816 0.4076
H 3.0349 -1.0366 -2.9769 0.9821
H 1.5238 -4.8052 1.1220 0.4449
H 2.6855 -4.6464 -0.1831 0.5579
H -0.2382 -5.0299 -0.8348 0.3051
H 0.6925 -6.4525 -0.3333 0.4349
H 1.3770 -3.5481 -3.7008 0.0439
H -0.3500 -3.7037 -4.1564 0.2112
H 0.8709 -4.6457 -4.9873 0.3556
C -3.4815 4.3598 2.4817 -1.6956
C -2.1956 4.5057 1.6476 1.5898
C -1.5652 5.8725 1.9398 -1.3643
C -0.9201 6.0070 3.3234 -0.6155
C -0.3949 4.6698 3.8686 -1.5193
C -0.0976 3.6175 2.7960 1.8523
N -1.3094 3.3857 2.0217 0.1450
O -1.1568 2.4396 1.0743 -0.3064
C 0.2483 2.3184 3.5248 -1.7419
C 1.1168 4.0376 1.9548 -1.5879
C -2.5837 4.4864 0.1764 -1.8151
H -3.9574 3.4016 2.2676 0.3433
H -4.1985 5.1555 2.2522 0.3757
H -3.2681 4.3973 3.5508 0.3604
H -0.8092 6.0792 1.1781 0.3160
H -2.3243 6.6485 1.8107 0.5564
H -0.1031 6.7292 3.2594 0.3415
H -1.6337 6.4303 4.0336 0.3664
H 0.5023 4.8458 4.4667 0.5460
H -1.1309 4.2506 4.5604 0.3366
H -0.6157 1.9525 4.0806 0.4338
H 1.0656 2.4874 4.2314 0.4355
H 0.5584 1.5434 2.8244 0.0743
H 1.9906 4.1701 2.5987 0.4121
H 0.9543 4.9747 1.4218 0.3358
H 1.3541 3.2677 1.2198 0.1970
H -3.2669 5.3157 -0.0229 0.4060
H -3.0892 3.5615 -0.0940 0.2651
H -1.7105 4.6003 -0.4670 0.3806
```

## Properties
LUMO energy: -1.73 eV
Kohn-Sham gap: 2.74 eV
charge: 0
E_HOMO: -4.470 eV
2S+1: 1

This record from the Open Molecules 2025 dataset describes a molecular structure, C28H40BrF2InN2O2PS3. The level of theory is ωB97M-V/def2-TZVPD.

```
80
Properties=species:S:1:pos:R:3:mulliken_charge:R:1
C 4.4398 0.1867 4.0748 -0.6512
C 4.0767 1.0170 2.6737 -0.4937
C 4.4115 -0.0075 1.4323 0.5853
C 5.8014 0.4701 0.6556 -0.7880
C 5.9244 -0.5068 -0.6767 -0.5522
C 6.3612 -2.0077 -0.1730 -0.5353
C 5.1293 -3.0969 -0.1113 -0.5861
C 5.0617 -3.9321 1.3240 -0.2025
C 4.0563 -5.2207 1.1991 -0.8550
In 2.0805 -5.0173 2.2840 0.7181
Br 1.4329 -7.4828 3.0904 -0.5165
C 0.3735 -4.2990 0.9729 -0.9334
C -0.8782 -3.9395 1.9714 -0.2319
C -2.3740 -4.2517 1.2959 -0.4603
S -3.2983 -2.6232 1.3177 -0.1114
C -5.0286 -2.7729 0.6134 0.0427
S -5.6582 -4.1663 -0.1434 -0.1919
N -5.9310 -1.5322 0.7771 0.1517
C -7.3996 -1.4295 1.1222 -0.1375
C -7.6208 0.1959 1.1615 -0.3807
N -6.2833 0.8746 0.8607 -0.4133
C -5.2014 -0.1943 0.6070 -0.3148
P 2.1326 -3.5644 4.3598 0.3022
O 0.7804 -4.1035 5.3782 -0.5249
O 1.7851 -1.8528 4.0398 -0.4701
S 3.7316 -3.7391 5.4542 -0.4221
H 4.2397 -0.9679 3.9633 0.0009
H 3.8127 0.5845 4.9795 0.2858
H 5.6096 0.3103 4.2555 0.2453
H 2.9613 1.3780 2.6297 0.2661
H 4.8047 1.9515 2.5309 0.2667
H 4.6249 -1.1126 1.8213 -0.6268
H 3.5265 -0.1239 0.6509 0.2724
H 6.6846 0.2369 1.3938 0.2372
H 5.7937 1.6123 0.3950 0.3371
H 4.9246 -0.4689 -1.2928 0.3140
H 6.7782 -0.0631 -1.3626 0.2686
H 6.9346 -1.8747 0.8579 0.2563
H 7.1807 -2.3915 -0.9466 0.3627
H 4.0798 -2.6455 -0.3750 0.1087
H 5.3601 -3.9050 -0.9532 0.3992
H 4.8476 -3.2543 2.2535 0.0817
H 6.1623 -4.3664 1.4766 0.2184
H 3.8254 -5.3610 0.0361 0.2465
H 4.6321 -6.1699 1.5809 0.2542
H 0.6841 -3.3667 0.3148 0.2328
H 0.0422 -5.1972 0.2998 0.3111
H -0.8500 -2.7843 2.2673 0.2013
H -0.8000 -4.5458 2.9704 0.1429
H -2.8918 -5.1156 1.9362 0.3023
H -2.2140 -4.5936 0.1665 0.3481
H -8.1179 -2.3341 1.3102 0.3105
H -8.6543 0.7173 1.4267 0.2922
H -4.0771 0.0329 0.3701 0.3156
H -0.0426 -3.6893 4.9382 0.2930
H 1.5362 -1.4969 4.9650 0.2986
F -1.6520 4.6061 -0.0554 -0.3106
C -2.8439 4.3306 -0.6014 0.4476
C -3.2136 4.9545 -1.7878 -0.5236
C -4.4524 4.6640 -2.3594 -0.0443
C -5.3130 3.7602 -1.7315 -0.8003
C -4.9349 3.1429 -0.5382 -0.3545
C -3.6916 3.4251 0.0270 -0.7613
H -2.5356 5.6600 -2.2567 0.4489
H -4.7476 5.1406 -3.2908 0.3114
H -6.2810 3.5373 -2.1753 0.3840
H -5.6081 2.4429 -0.0493 0.8592
H -3.3780 2.9476 0.9494 0.4713
F -5.0703 6.3581 -5.4300 -0.3506
C -3.8220 6.2379 -5.9010 0.2433
C -3.5133 5.1901 -6.7615 -0.3375
C -2.2149 5.0675 -7.2563 -0.3803
C -1.2361 5.9889 -6.8760 -0.4114
C -1.5546 7.0343 -6.0078 -0.4144
C -2.8556 7.1630 -5.5221 -0.2388
H -4.2846 4.4791 -7.0392 0.3991
H -1.9653 4.2564 -7.9357 0.3513
H -0.2225 5.8904 -7.2586 0.3624
H -0.7901 7.7478 -5.7100 0.3597
H -3.1226 7.9747 -4.8536 0.4189
```

## Properties
LUMO energy: 0.73 eV
Kohn-Sham gap: 6.32 eV
charge: -1
E_HOMO: -5.595 eV
2S+1: 1